Record 1
Formula: C26H48F6N6O3PYb
Source: the Open Molecules 2025 dataset
Level of theory: ωB97M-V with the def2-TZVPD basis set

```
91
Properties=species:S:1:pos:R:3:forces:R:3
C -0.45712 -1.03084 -5.21665 -0.0353 -0.0528 0.1492
H 0.56441 -1.51481 4.74042 0.0486 -0.0031 -0.0351
C 3.19484 0.46506 2.27573 0.0437 0.0442 0.0242
C 0.04051 -3.26894 -0.35414 0.0146 -0.1071 0.0181
H 1.92692 1.86096 -6.16513 -0.0294 -0.0219 0.0124
C -2.47257 0.47555 3.14258 0.0155 0.0074 -0.1193
H 2.25902 0.94858 2.56556 0.0461 0.0062 -0.0635
H 3.50810 1.56231 0.05631 -0.0021 -0.0959 -0.0326
N -1.47648 -0.94810 -2.63161 -0.0287 -0.1509 -0.2330
H -1.76207 2.96835 3.49490 -0.0095 -0.0093 0.0480
H 1.91599 -0.50310 4.25303 -0.1178 -0.0492 -0.0070
H 3.51093 -2.12109 3.43509 -0.0782 -0.0820 0.0161
C 0.03056 -0.92148 -6.50816 0.0164 0.0214 -0.0105
H 1.25825 0.19965 -7.87383 -0.0247 -0.0215 0.0829
H -0.68607 -2.46081 -0.34811 0.0041 0.0331 -0.0138
H 0.51197 -4.04794 2.31776 -0.0222 0.0381 0.0072
H 2.48364 -3.26060 4.29124 0.0092 0.0027 -0.0481
H 4.43156 -1.65842 -0.13804 -0.0415 -0.0349 -0.0683
C 1.25858 1.04996 -5.90344 0.0011 0.0162 0.0203
H -4.37693 -0.47061 2.77581 -0.0518 -0.0462 0.0147
C -4.68861 3.72436 -0.71723 -0.0043 0.0827 0.3476
C -0.07575 -0.08117 -4.27549 0.1665 0.0474 0.3696
C 4.35537 -1.16966 0.83007 -0.0008 0.0699 0.0035
C 1.47684 -2.73654 -0.17519 -0.1326 0.0335 -0.0719
H -0.00196 -3.39164 3.86657 0.0325 0.0006 -0.0335
H 3.52245 -0.14837 3.11473 0.0055 0.0895 -0.0695
H 2.03293 -4.54367 0.92536 0.0282 0.0303 -0.0171
C 0.24470 -3.12643 2.83389 0.0622 0.0101 0.0295
H -3.85435 -0.68370 0.34886 -0.0259 -0.0011 -0.0310
H 0.33783 -0.29932 3.48133 0.0436 -0.0766 0.0246
H 1.91865 0.92198 -0.39625 -0.0414 -0.0328 0.0141
O -2.88241 2.22911 -0.07084 -0.6903 0.5866 -0.7356
C -0.95903 2.44872 2.96932 -0.0795 -0.0500 -0.0996
H 1.57924 -2.79472 -2.33207 0.0406 0.0311 0.0470
H 2.92695 -1.92357 -1.61649 0.0920 0.0471 0.0281
H -0.16869 2.25119 3.70816 0.0445 -0.0269 0.0132
C 2.67813 -2.81446 3.30870 -0.0258 -0.0060 0.1188
C 1.04003 -1.03247 3.88023 -0.0423 -0.0307 0.0556
H -2.74474 -1.45364 1.26468 0.0507 -0.0224 -0.0180
H 2.99775 -3.61442 2.64511 -0.0013 -0.0193 -0.0311
C 1.85810 -2.10522 -1.52823 0.0275 0.0517 0.0464
F -4.41314 0.98712 -1.91695 0.0177 -0.0483 0.0082
C -3.40964 2.98233 -1.08568 0.0549 -0.2332 -0.1945
N 0.20211 -0.40967 0.88869 0.1343 -0.1482 -0.0412
H 5.20744 -0.48619 0.91312 -0.0057 -0.0167 -0.0210
O -1.96606 -0.82575 -1.45557 -0.0424 -0.4855 -0.9484
H 3.37662 0.25321 -1.10916 -0.0318 -0.0679 -0.0246
F -2.55990 4.54652 -2.72642 0.0612 0.0952 -0.0755
P 1.43065 -1.32497 1.10166 -0.1256 -0.0876 -0.0017
F -2.63590 1.67900 -2.95838 -0.2029 -0.1212 0.0361
C -0.43917 3.37743 1.87756 0.0193 -0.1187 -0.0922
H -0.03154 -3.78137 -1.32111 0.0328 0.0284 0.0964
C 2.95177 0.64963 -0.18798 0.1162 -0.0463 0.0035
F -2.21247 4.99345 -0.63937 0.0426 0.0224 -0.0504
H 1.05476 1.66929 -3.84221 -0.0087 -0.0116 -0.0294
H 1.02401 2.05467 1.25941 0.0585 -0.1503 0.0242
H -2.82770 1.05783 3.99379 -0.0202 0.0279 0.0477
C -2.32537 3.99332 -1.53136 -0.1333 -0.0886 0.1868
H -4.48430 4.37246 0.13442 -0.0402 -0.0502 -0.0203
H -4.11428 1.05736 1.90542 -0.0006 -0.0094 -0.0149
C 3.06349 -0.35625 0.98078 -0.0190 0.0853 -0.0067
N -1.47787 1.22239 2.38123 0.0690 0.1207 0.1040
H -1.28211 3.86263 1.39094 -0.0328 -0.0158 -0.0452
H -0.65048 -2.70967 2.36393 0.0685 -0.0006 0.0504
H -0.26073 -1.65757 -7.24789 0.0064 0.0386 0.0396
H -2.04001 -0.45101 3.54455 0.0020 0.0301 0.0174
C 2.39866 -3.92912 0.10162 -0.0216 0.0047 -0.0613
C -3.75848 2.08422 -2.31792 0.1353 0.1735 0.1482
C 1.40296 -2.10957 2.83482 -0.1265 0.0164 0.0183
H 3.42699 -3.64382 0.31670 0.0245 0.0317 -0.0182
C 0.77903 0.95402 -4.60303 0.0992 0.0813 -0.0556
H 0.18516 4.14860 2.33377 0.0655 0.0782 0.0116
Yb -1.29763 0.80227 -0.21927 0.7322 0.2835 2.9101
N 0.28386 2.60596 0.84393 -0.3032 0.2369 -0.0641
O -0.11041 0.78456 -2.05602 -0.1577 -0.4259 -0.7148
H -0.70003 0.59236 2.14032 0.1101 -0.0795 0.0821
H 2.41460 -4.56665 -0.78998 0.0001 0.0195 0.0482
H 0.72230 3.24008 0.18687 -0.0028 0.0428 -0.0581
H 3.94789 1.24448 2.12880 0.0044 -0.0322 -0.0062
N -3.12304 -0.54008 1.03547 0.0994 0.1131 -0.0851
C 0.88649 0.11848 -6.85847 -0.0349 -0.0463 -0.0228
H -1.11940 -1.83661 -4.93464 0.0059 0.0310 -0.0167
H -5.07367 4.31848 -1.54485 0.0134 0.0187 0.0417
H -0.23592 -3.98984 0.41411 0.0141 0.0326 -0.0351
H -5.43699 2.98782 -0.42199 0.0146 0.0390 -0.0290
F -4.53047 2.68540 -3.23280 0.0297 0.0360 -0.0623
F -1.11309 3.39378 -1.58666 -0.0509 0.2298 -0.1658
C -3.64132 0.13211 2.23588 0.0270 0.0210 -0.1153
H 1.33539 -1.16123 -1.69488 0.0436 -0.0621 0.0609
H 4.47074 -1.92664 1.60423 0.0069 0.0193 -0.0245
N -0.55120 -0.12528 -2.90399 -0.0563 0.0795 -0.5872
```
Forces are in eV/Å.

Spin multiplicity: 2
Net charge: 0
Orbital gap (spin up / spin down) (eV): 8.05 / 8.06
Molecular weight (g mol⁻¹): 810.7
Total energy (eV): -99950.692
<S²>: 0.75

Atomic partial charges in e from the Mulliken method, atoms 1 to 6: -0.53, 0.56, -2.02, -1.56, 0.40, -0.64

Record 2
Formula: C26H48N4O13
Source: the Open Molecules 2025 dataset
Level of theory: ωB97M-V with the def2-TZVPD basis set

```
91
Properties=species:S:1:pos:R:3:forces:R:3
H -0.94462 -0.58846 8.18509 0.1321 0.0780 0.1435
H -1.40177 -2.66564 2.33108 -0.0960 0.2084 -0.0270
H -1.76310 -1.37986 4.96150 0.1863 -0.0592 -0.1780
H 5.19287 -0.90681 -0.71243 0.0570 -0.4342 0.5593
H -2.08788 -3.20434 0.02692 0.3755 0.8028 -0.4293
O 0.52761 3.92520 -7.96333 0.0956 -0.2114 -0.8656
H -6.10382 -3.10096 -2.24087 0.1894 -0.0409 -0.0888
H 3.28508 -4.35710 -0.90445 -0.2078 -0.0566 -0.0714
C -1.23123 1.98744 4.45081 0.7973 1.4367 -0.9099
H 0.85643 2.11080 2.06960 0.1314 0.3975 -0.1553
O -1.40551 2.77734 0.65743 -0.0049 -0.6575 0.2855
N 1.12949 -0.95251 -1.61738 0.8970 -0.3987 0.0176
H 0.05919 1.81592 -2.44428 -0.0050 0.7722 0.5813
H 0.18902 5.27559 -0.73329 -0.6125 -0.0091 -0.4289
H 5.96922 0.49728 0.00855 -0.2156 0.4004 -0.1688
H -1.19367 -2.19006 -1.90948 0.0635 -0.2521 0.3493
N -0.51555 0.16796 0.26572 -0.1799 -0.3690 0.9437
N 1.74436 -0.46418 1.97547 0.3616 0.0427 -0.1220
H -3.60924 -0.90969 1.10637 0.0229 0.4218 -0.0082
H 1.02329 -2.97409 -0.93834 0.0229 0.2897 0.2633
O -1.21263 2.95598 3.50485 -0.0857 -0.7771 1.0387
H 1.51454 1.45520 3.49912 0.2317 -0.3908 0.0536
H 2.38948 2.73527 2.78394 0.1049 0.0901 -0.5773
H -3.13499 -2.33369 2.70933 0.2363 0.0480 0.3066
H -4.13553 -4.38680 0.76483 0.1795 -0.3465 -0.4949
C -0.85442 2.29750 5.71355 -0.3242 0.4726 -0.4565
H -6.39714 -4.25024 -1.00245 0.0732 -0.0361 0.5021
C 3.97168 0.61993 1.93593 0.4792 0.4527 2.0317
C 0.66338 1.91628 -6.80178 -0.3978 -0.7101 -0.2172
H -1.30648 5.36714 0.32635 -0.0828 -0.0965 -0.3457
C -2.81470 -2.65800 0.63168 -0.3448 -1.0941 0.6979
H -0.78026 1.15232 0.42178 -0.2280 0.3106 -0.4092
O -1.04663 -1.01374 7.32188 -0.0948 0.8005 -0.3570
O 0.46480 5.34026 -5.71630 -0.1494 -0.1747 -0.6131
H -0.55876 -3.67482 -2.68201 -0.2009 0.0576 -0.0863
H 2.14224 -2.38046 -3.73701 0.0239 0.4919 0.2127
C 0.17243 2.04277 -4.37718 0.4765 -0.1876 1.3879
H -1.38682 2.60737 2.60916 -0.1035 0.0306 -0.4844
H -0.07338 -0.07843 -0.63892 0.0013 0.1525 0.4202
C -0.37742 4.84849 0.09586 0.6871 0.2561 0.0270
H 4.18769 0.40046 2.98851 -0.7254 -0.2911 0.2637
H -0.49130 -2.05479 -3.45212 0.3648 -0.2001 -0.2279
H 0.44493 4.87008 -7.76511 0.0735 0.1064 0.2853
C 5.03577 -0.06465 -0.03716 -0.5707 -0.1076 -0.0955
O 0.17822 2.78119 -0.92486 0.3360 -0.8303 -0.9255
O -4.51172 -3.34339 -1.03410 -0.2409 0.5593 0.9881
O 0.59573 -0.00545 -5.51777 -0.4479 1.2639 0.4192
H 2.16739 -1.20045 1.41942 0.0259 -0.2350 0.1374
H 4.18091 0.45134 -0.47985 0.4570 0.6225 -0.2957
H 0.29944 5.13688 0.90595 -0.1159 -0.6898 0.4672
C 0.15756 3.37983 -4.38521 -0.2986 1.1554 -0.4436
H 1.96128 -0.65447 2.94808 -0.1926 -0.3963 0.0693
H -4.88809 -2.86686 0.96089 -0.3526 0.1870 -0.2100
H 0.13978 -0.09265 1.01361 0.3896 0.0161 -0.0486
H 2.12793 -0.80766 -1.49116 0.0605 0.4006 0.1954
H -2.61807 -3.96512 2.29119 0.2140 -0.0109 0.2868
N -2.90297 -1.20228 0.43981 -0.3228 -1.3922 -0.8763
C 2.47764 0.78179 1.67391 0.3675 -0.8570 0.0344
H -3.30870 -1.10437 -0.48759 -0.0769 0.5156 -0.0631
C -0.55347 3.32626 -0.08527 -0.0458 1.9204 0.7985
O 3.43000 -2.75655 -2.22530 0.5566 0.7758 -0.1688
C -1.46570 0.59307 4.00729 -0.3822 -1.2196 1.0711
H -0.53239 3.32776 5.79159 -0.0978 0.0302 0.6692
H -6.47272 -2.48046 -0.69783 0.5526 0.0487 0.6918
C 0.49574 3.22739 -6.83253 0.2442 1.9944 -1.2028
C -2.43634 -2.90646 2.09710 -0.7027 -0.5332 -0.5173
H 4.76974 -3.45815 -0.84012 0.0431 0.2832 -0.2360
H 3.30606 -2.75611 -0.14558 -0.0336 0.0723 0.0628
C 2.13857 -2.89211 -2.77317 -0.5765 -0.7407 -0.0096
O 0.14055 1.30735 -3.27094 -0.3705 -0.5897 -0.2913
H 1.99808 -3.93749 -3.07258 -0.2648 -0.2770 0.4010
C 3.69535 -3.34516 -0.98056 -0.3058 -0.5141 0.2449
H 2.37619 0.91955 0.59432 -0.3412 0.5421 0.0261
O -0.64375 1.68933 7.99970 -0.1716 -0.6388 0.3693
C 1.81029 1.84932 2.52330 -0.3098 0.1922 0.1949
C -1.46750 -0.35563 5.14239 0.0282 -0.0507 -0.4344
C 0.45313 1.21979 -5.57332 0.8303 -1.8800 -0.2884
H 4.45311 1.60526 1.92409 0.3071 0.0346 -1.1071
C 0.35857 4.13567 -5.63983 -0.2133 -1.7347 1.9875
O -1.61387 0.23723 2.85421 0.0235 0.6449 0.4012
H 0.90719 -0.44741 -2.47130 -0.0263 -0.0706 -0.2332
C -0.39245 -2.61071 -2.51755 0.5211 0.1027 0.1419
C 0.99137 -2.38767 -1.85913 -0.5479 -0.1595 -1.4906
H 0.82792 1.25801 -7.64246 0.0340 0.4051 -0.3136
C -4.15272 -3.38228 0.33167 0.3488 0.6622 1.0995
H -1.35890 -0.40302 0.47979 -0.1568 0.1789 -0.4820
H 0.00093 3.93192 -3.46799 0.1430 0.0267 0.0624
C -0.87002 1.36652 6.85832 0.6341 1.2369 -2.0896
C -5.91559 -3.28585 -1.18042 -0.5121 -0.3873 -1.8462
C -1.10688 -0.02206 6.38675 -0.6180 -1.7910 1.0434
O 4.63656 -0.43289 1.28167 -0.0269 -0.0921 -0.8424
```
Forces are in eV/Å.

Spin multiplicity: 1
Net charge: 0
Relative energy (zero: lowest compared OMol25 entry of this formula, charge and spin) (kJ/mol): 0.0
Orbital gap (eV): 7.51
Molecular weight (g mol⁻¹): 624.7
Total energy (eV): -60316.356

Atomic partial charges in e from the Mulliken method, atoms 1 to 6: 0.34, 0.19, 0.37, 0.14, 0.06, -0.56

Record 3
Formula: C26H48O13
Source: the Open Molecules 2025 dataset
Level of theory: ωB97M-V with the def2-TZVPD basis set

```
87
Properties=species:S:1:pos:R:3:forces:R:3
H 1.75114 1.44394 0.65188 0.0532 0.6126 -0.9461
H 0.81656 3.39643 7.28723 -0.4165 -0.1058 0.1365
H -1.39365 -6.05954 0.67529 0.3078 -0.4856 0.1760
H -1.47034 -7.30576 -1.76675 -0.4114 0.0601 -0.3086
C 1.62796 3.27305 5.35540 1.0738 2.8491 0.3994
O 0.48873 0.91462 -1.05623 1.0919 0.7830 -0.5748
C 4.26464 -1.10175 -2.93218 0.5423 1.6366 0.9106
C -7.64247 0.11864 1.03355 -0.9813 0.4217 0.1926
C 0.77487 1.04504 0.37643 -0.6282 -1.8610 -0.4237
H -1.05874 3.01033 2.09397 0.1425 -0.9753 -0.6424
H -2.56639 3.63445 1.31463 0.1860 -0.8127 -1.1375
C 0.42053 3.43027 6.27229 0.0370 -0.1115 0.9647
C 0.55071 -0.35445 0.86800 1.1200 0.5985 1.2849
H 0.84857 -0.91906 -2.01045 1.2010 0.1128 0.2876
O -4.92544 0.61168 0.93830 -1.1766 -1.6916 2.4466
C -0.96330 -5.28446 -1.20000 -1.0753 -0.8556 -1.5531
O -0.66701 3.89917 0.15893 -1.2746 -1.4628 0.1506
H -2.84633 0.15970 2.23949 -0.8070 0.5908 0.2664
C 4.54487 -1.01446 -1.42364 0.7429 0.2600 -0.3690
H 5.55853 1.69531 -2.18271 0.2924 0.1864 -0.1100
H 0.39350 -7.41657 0.69113 0.6494 -0.6356 -0.1173
C -0.67933 -6.57602 -1.93963 0.7072 -0.3912 -0.4597
H -2.04700 -5.33211 -1.30679 -0.1836 1.4419 0.2981
O 1.40450 2.29005 4.39157 -0.7364 -0.9804 -0.4071
H 0.19856 -0.20472 1.88863 -0.3626 -0.7239 0.0569
H -0.01348 1.63850 0.83946 -0.2788 0.8763 -0.5820
O 1.42611 -1.56120 -5.97070 1.7708 0.0827 -0.5978
C -0.51380 -5.67715 0.15786 -0.2470 1.8830 1.2957
O 1.37163 0.25270 -4.95080 3.6008 1.8504 0.9252
H 0.10858 6.65090 1.63577 0.4046 -0.0788 0.5533
C -3.34704 -0.70138 2.68213 0.2039 0.7148 1.3016
H 1.60616 -6.25101 0.08452 -0.0517 0.1283 0.1428
C 5.23429 -0.04178 -3.42704 0.6925 -1.0845 -1.3978
C 0.64905 -0.74350 -5.31878 -2.2315 -1.3286 -0.4807
C 5.85327 0.64724 -2.23550 0.0579 1.7825 -0.4170
O -4.81201 -0.60216 2.85022 3.1208 -1.3431 0.9094
O -0.53363 -0.88683 -5.11430 -0.1026 -0.0327 0.3583
H -0.67280 -0.44062 -2.20772 -0.4418 0.9219 -0.2258
O 4.12580 -1.75725 -0.61170 -0.7678 -0.6995 1.3474
H 4.42333 -2.07484 -3.39694 -0.1742 0.0231 0.4993
H -2.00034 5.77671 1.70268 -0.4461 -0.1067 -0.0970
H -2.91653 -1.49892 2.07657 -1.1231 -0.7206 0.1019
H 3.24419 -0.74902 -3.08170 -0.1911 -0.3277 -0.0334
H -8.51221 -0.16130 1.62792 -0.6806 0.3151 -1.0177
H -3.05075 -0.78465 3.72777 0.4081 -0.2014 -0.3135
H 1.47066 2.01060 -3.61714 1.3435 -0.5942 -0.8635
H -0.39966 1.45792 6.62454 -0.6407 0.0905 0.1909
H 2.58387 3.13472 5.86059 -0.2356 -0.8593 0.3199
C -1.27191 5.06405 2.08949 -1.1498 0.9267 -0.5897
C 0.60063 -6.64832 -0.05385 -0.0359 -0.7820 0.8620
H 0.77094 -3.45974 -5.70751 -0.1410 -0.1548 -0.0610
H 0.06767 -2.63269 -7.10394 0.1474 -0.0065 -0.1104
H 1.79068 -3.20763 -7.11825 -0.0963 0.4138 -0.0289
H 0.23395 1.89491 -4.88648 0.0759 0.3539 0.1437
H -7.61661 -0.29100 0.02378 0.1679 -0.5722 0.2799
C -5.42786 -0.07176 1.87209 -0.3157 2.4878 -5.0272
H -0.47560 -4.45116 -1.70584 -0.1221 0.1432 0.2660
C 0.05348 5.15783 0.15158 -0.0926 -1.4602 0.3635
H 0.18717 0.94216 -3.45022 -0.2469 -0.0739 -0.2725
C -0.36964 -0.94817 -0.14809 -1.1418 -1.4477 2.2175
O 0.48535 -7.10985 -1.36643 0.8676 -0.5297 -0.5455
H -7.59713 1.19719 0.88262 0.2713 0.0637 0.4837
O -6.70381 -0.40554 1.94273 1.0224 -0.0528 0.4108
H 6.07760 -0.59541 -3.83987 -0.1893 0.1661 -0.7528
H 1.05044 4.88281 -0.19271 0.0013 0.3742 -0.2583
H -0.43194 5.86388 -0.52220 -0.0073 0.0251 0.0370
H -1.38328 -0.57633 0.00151 -0.1914 0.0324 0.0902
C -1.47888 3.69476 1.35700 1.1608 3.2600 1.5539
C 0.98250 -2.77484 -6.52864 -0.8763 -0.7406 0.4223
C 0.86921 1.32218 -4.21081 -3.1229 0.4207 0.4395
H -1.49823 2.59343 5.68277 0.0917 -0.5129 0.0188
C 0.25669 1.64485 4.66185 -1.9635 -0.7077 0.1895
H 4.78000 0.59258 -4.18817 0.3425 0.1533 0.1402
H -0.17876 4.33841 6.20731 0.6376 0.3039 -0.4146
H -0.14451 -4.86183 0.77993 -0.1641 0.2864 0.0081
C -0.48005 2.27965 5.91292 1.4891 -1.1515 -1.1312
H 1.50736 -0.87263 0.93449 0.0368 -0.2290 -0.1173
H -0.48742 -6.42168 -3.00145 -0.2327 -0.2180 -0.0648
H 6.93935 0.56691 -2.28099 -0.0382 0.1490 0.2144
H 1.83264 4.24017 4.89618 -0.2373 -0.0318 -0.7153
O -0.15259 0.68134 4.03931 0.8399 1.2676 0.2522
H -1.38552 5.15971 3.16932 0.1084 -0.6983 0.0701
H -0.40837 -2.01372 0.07818 0.0366 -0.1608 -0.9663
H 0.79410 5.02093 2.16814 0.6215 0.4391 -0.1868
C 0.04552 5.56365 1.59092 0.3605 0.4165 0.2667
O 5.37347 0.05718 -1.06764 -1.4716 -2.1667 -0.1091
C 0.08484 -0.40736 -1.42480 -0.5268 0.2622 0.1804
```
Forces are in eV/Å.

Spin multiplicity: 2
Net charge: +1
Orbital gap (spin up / spin down) (eV): 9.15 / 3.09
Molecular weight (g mol⁻¹): 568.7
Total energy (eV): -54344.698
<S²>: 0.75

Atomic partial charges in e from the Mulliken method, atoms 1 to 6: 0.40, 0.28, 0.28, 0.28, -0.43, -0.07

Q: What is the total energy in the second record?
A: -60316.356 eV

Q: Which of these has the highest molecular weight?
A: C26H48F6N6O3PYb

Q: spin multiplicity of number 1 (C26H48F6N6O3PYb)?
A: 2

Q: Which of these has the highest total energy?
A: C26H48O13